{"formula": "C20H18FN5S", "method": "ωB97M-V with the def2-TZVPD basis set", "smiles": "Fc1ccccc1-c1cs/c(=N\\c2cccnc2)n1CCCn1ccnc1", "e_homo_ev": -7.711, "e_tot_ha": -1544.7485, "multiplicity": 1, "charge": 0, "gap_ev": 8.23, "elements": ["F", "N", "N", "N", "S", "C", "C", "C", "C", "C", "C", "C", "C", "C", "C", "C", "C", "C", "C", "C", "C", "C", "N", "N", "C", "C", "C", "H", "H", "H", "H", "H", "H", "H", "H", "H", "H", "H", "H", "H", "H", "H", "H", "H", "H"], "xyz": [[-2.38, 2.20, -1.96], [-1.88, -3.48, -2.55], [1.47, 0.88, 2.23], [3.67, 3.32, 3.99], [1.20, 3.09, 0.60], [-2.35, -2.80, -1.52], [-0.76, -4.16, -2.10], [0.42, 2.67, -0.96], [-0.58, -3.91, -0.78], [0.22, 1.33, -1.08], [1.23, 1.38, 1.03], [3.05, 3.37, 5.17], [3.20, 2.51, 3.03], [1.94, 2.58, 5.44], [-1.64, -0.31, -4.55], [-0.36, -0.69, -4.18], [-2.32, 0.68, -3.81], [1.40, 1.81, 4.41], [0.21, -0.16, -3.02], [-1.71, 1.25, -2.68], [2.01, 1.74, 3.19], [-0.45, 0.81, -2.26], [-1.58, -3.02, -0.40], [0.74, 0.60, 0.00], [-1.53, -2.33, 0.90], [0.39, -0.82, 0.24], [-1.06, -0.88, 0.73], [-3.24, -2.15, -1.54], [-0.16, -4.79, -2.75], [0.11, 3.42, -1.68], [0.23, -4.36, -0.19], [3.48, 4.01, 5.93], [3.71, 2.47, 2.07], [1.45, 2.59, 6.42], [-2.12, -0.71, -5.44], [0.17, -1.38, -4.81], [-3.27, 1.03, -4.13], [0.47, 1.26, 4.59], [1.21, -0.51, -2.71], [-0.88, -2.87, 1.60], [-2.52, -2.25, 1.33], [0.54, -1.36, -0.68], [1.04, -1.25, 1.03], [-1.07, -0.46, 1.73], [-1.72, -0.34, 0.11]], "lowdin_charge": [0.058, 0.044, 0.079, 0.052, 1.045, -0.168, -0.160, -0.296, -0.105, -0.276, -0.550, -0.170, -0.116, -0.068, -0.067, -0.077, 0.007, -0.036, -0.020, -0.198, -0.337, -0.142, -0.078, -0.037, -0.130, -0.114, -0.144, 0.133, 0.094, 0.089, 0.124, 0.097, 0.101, 0.104, 0.109, 0.105, 0.107, 0.113, 0.131, 0.134, 0.118, 0.095, 0.132, 0.115, 0.101]}